{
  "formula": "C28H32N5O5PS4Ti",
  "method": "ωB97M-V/def2-TZVPD",
  "homo_energy_ha": [-0.540, -0.540],
  "charge": 3,
  "spin_multiplicity": 2,
  "e_above_lowest_kcal_mol": 14.8,
  "gap_ev": [5.00, 4.96],
  "species": ["Ti", "O", "C", "O", "C", "C", "C", "C", "C", "N", "C", "O", "O", "H", "H", "H", "H", "H", "S", "N", "C", "C", "C", "C", "C", "N", "C", "C", "N", "C", "C", "C", "C", "C", "N", "H", "H", "H", "H", "H", "H", "C", "C", "S", "C", "C", "S", "C", "C", "S", "H", "H", "H", "H", "H", "H", "H", "H", "H", "H", "H", "H", "C", "P", "C", "C", "O", "H", "H", "H", "H", "H", "H", "H", "H", "H"],
  "xyz": [[-0.706, -0.399, -0.411], [-2.093, -4.047, -2.120], [-1.686, -2.853, -1.822], [-1.476, -2.434, -0.686], [-1.470, -1.936, -2.979], [-1.645, -2.220, -4.325], [-1.370, -1.208, -5.237], [-0.933, 0.036, -4.784], [-0.789, 0.218, -3.419], [-1.058, -0.752, -2.548], [-0.312, 1.423, -2.666], [0.010, 2.540, -3.233], [-0.213, 1.316, -1.441], [-2.204, -4.611, -1.332], [-1.980, -3.197, -4.647], [-1.491, -1.384, -6.298], [-0.715, 0.821, -5.497], [-0.102, 2.564, -4.196], [3.704, -4.863, 3.844], [2.452, -3.945, 4.259], [2.062, -3.313, 3.163], [0.968, -2.367, 3.079], [0.209, -1.953, 4.177], [-0.784, -1.016, 3.988], [-1.019, -0.528, 2.708], [-0.310, -0.915, 1.648], [0.681, -1.823, 1.829], [1.492, -2.141, 0.659], [1.174, -1.501, -0.491], [1.927, -1.725, -1.567], [3.014, -2.589, -1.567], [3.337, -3.253, -0.404], [2.567, -3.025, 0.741], [2.835, -3.637, 2.026], [3.798, -4.511, 2.278], [0.424, -2.362, 5.157], [-1.376, -0.652, 4.816], [-1.777, 0.218, 2.527], [1.675, -1.169, -2.462], [3.599, -2.716, -2.467], [4.175, -3.936, -0.354], [3.845, 3.877, -0.697], [4.342, 2.589, -0.057], [3.129, 1.230, -0.024], [2.725, 1.093, 1.735], [1.777, 2.132, 2.315], [0.139, 2.201, 1.520], [0.081, 3.871, 0.811], [1.051, 4.192, -0.323], [2.652, 4.824, 0.277], [3.429, 3.693, -1.689], [4.696, 4.545, -0.837], [4.661, 2.768, 0.970], [5.208, 2.217, -0.606], [3.657, 1.097, 2.304], [2.303, 0.096, 1.848], [2.205, 3.128, 2.229], [1.622, 1.925, 3.376], [0.185, 4.585, 1.630], [-0.948, 3.957, 0.455], [0.606, 4.966, -0.949], [1.234, 3.312, -0.934], [-4.586, -0.703, 1.608], [-4.029, 0.448, 0.359], [-4.198, 2.110, 0.983], [-5.082, 0.268, -1.072], [-2.558, 0.181, -0.015], [-5.673, -0.659, 1.688], [-4.158, -0.454, 2.578], [-4.292, -1.717, 1.334], [-5.211, 2.270, 1.355], [-3.997, 2.827, 0.187], [-3.490, 2.272, 1.797], [-6.116, 0.486, -0.799], [-5.032, -0.752, -1.453], [-4.773, 0.968, -1.849]],
  "forces_ev_per_a": [[0.1, 0.6, 0.7], [0.0, 0.0, 0.0], [0.0, 0.0, 0.0], [0.0, 0.0, 0.0], [0.0, 0.0, 0.0], [0.0, 0.0, 0.0], [0.0, 0.0, 0.0], [0.0, 0.0, 0.0], [0.0, 0.0, 0.0], [0.0, -0.1, -0.1], [0.0, -0.1, 0.0], [0.0, 0.0, 0.0], [0.0, 0.1, -0.4], [0.0, 0.0, 0.0], [0.0, 0.0, 0.0], [0.0, 0.0, 0.0], [0.0, 0.0, 0.0], [0.0, 0.0, 0.0], [0.0, 0.0, 0.0], [0.0, 0.0, 0.0], [0.0, 0.0, 0.0], [0.0, 0.0, 0.0], [0.0, 0.0, 0.0], [0.0, 0.0, 0.0], [0.0, 0.0, 0.0], [-0.1, -0.5, 0.0], [0.0, 0.1, 0.0], [0.0, 0.0, 0.0], [-0.1, -0.1, -0.1], [0.0, 0.1, 0.0], [0.0, 0.0, 0.0], [0.0, 0.0, 0.0], [0.0, 0.0, 0.0], [0.0, 0.0, 0.0], [0.0, 0.0, 0.0], [0.0, 0.0, 0.0], [0.0, 0.0, 0.0], [0.0, 0.0, 0.0], [0.0, 0.0, 0.0], [0.0, 0.0, 0.0], [0.0, 0.0, 0.0], [0.0, 0.0, 0.0], [0.0, 0.0, 0.0], [0.0, 0.0, 0.0], [0.0, 0.0, 0.0], [0.0, 0.0, 0.1], [0.0, -0.1, 0.0], [0.0, 0.0, -0.1], [0.0, 0.0, 0.0], [0.0, 0.0, 0.0], [0.0, 0.0, 0.0], [0.0, 0.0, 0.0], [0.0, 0.0, 0.0], [0.0, 0.0, 0.0], [0.0, 0.0, 0.0], [0.0, -0.1, 0.0], [0.0, 0.0, 0.0], [0.0, 0.0, 0.0], [0.0, 0.0, 0.0], [0.0, 0.0, 0.0], [0.0, 0.0, 0.0], [0.0, 0.0, 0.0], [0.0, 0.0, 0.0], [0.0, 0.1, 0.0], [0.0, 0.0, 0.0], [0.0, 0.0, 0.0], [0.0, -0.1, 0.0], [0.0, 0.0, 0.0], [0.0, 0.0, 0.0], [0.0, 0.0, 0.0], [0.0, 0.0, 0.0], [0.0, 0.0, 0.0], [0.0, 0.0, 0.0], [0.0, 0.0, 0.0], [0.0, 0.0, 0.0], [0.0, 0.0, 0.0]]
}


{
  "formula": "C28H32NOSi",
  "method": "ωB97M-V/def2-TZVPD",
  "homo_energy_ha": -0.387,
  "charge": 1,
  "e_above_lowest_kcal_mol": 0.0,
  "gap_ev": 5.75,
  "species": ["C", "Si", "C", "C", "O", "C", "C", "C", "C", "C", "C", "C", "C", "H", "H", "H", "H", "H", "H", "H", "H", "H", "H", "H", "H", "H", "H", "H", "H", "C", "N", "C", "C", "C", "C", "C", "C", "C", "C", "C", "C", "C", "C", "C", "C", "C", "C", "H", "H", "H", "H", "H", "H", "H", "H", "H", "H", "H", "H", "H", "H", "H", "H"],
  "xyz": [[1.892, 2.282, 2.481], [2.109, 0.529, 1.900], [1.297, 0.312, 0.238], [3.873, -0.003, 2.071], [1.339, -0.465, 3.045], [0.092, -0.969, 3.037], [-0.138, -2.214, 3.611], [-1.023, -0.190, 2.459], [-1.967, -0.790, 1.603], [-2.907, 0.003, 0.940], [-2.954, 1.385, 1.186], [-2.075, 1.972, 2.110], [-1.171, 1.169, 2.804], [2.634, 2.900, 1.960], [0.896, 2.684, 2.263], [2.069, 2.362, 3.561], [1.883, 0.867, -0.507], [1.265, -0.739, -0.080], [0.270, 0.703, 0.205], [4.506, 0.560, 1.376], [4.228, 0.195, 3.091], [4.007, -1.073, 1.871], [-1.211, -2.393, 3.626], [0.665, -2.650, 4.224], [-1.916, -1.870, 1.443], [-3.606, -0.451, 0.232], [-3.706, 2.014, 0.680], [-2.089, 3.047, 2.308], [-0.545, 1.579, 3.602], [0.306, -6.526, 8.691], [0.241, -6.346, 7.249], [0.064, -5.147, 6.613], [-0.133, -5.374, 5.222], [-0.565, -4.417, 4.252], [-0.456, -4.760, 2.845], [0.737, -5.320, 2.323], [0.794, -5.753, 1.010], [-0.291, -5.543, 0.144], [-0.216, -5.986, -1.288], [-1.441, -4.911, 0.632], [-1.529, -4.512, 1.957], [-0.051, -6.822, 5.036], [-0.439, -7.677, 4.010], [-0.368, -9.067, 4.200], [-0.106, -9.609, 5.469], [0.151, -8.756, 6.556], [0.204, -7.390, 6.311], [0.496, -7.584, 8.887], [1.101, -5.910, 9.124], [-0.637, -6.229, 9.164], [0.061, -4.195, 7.131], [-1.386, -3.790, 4.639], [1.608, -5.445, 2.969], [1.687, -6.243, 0.617], [-1.045, -5.562, -1.861], [0.731, -5.693, -1.756], [-0.286, -7.078, -1.337], [-2.267, -4.701, -0.056], [-2.436, -4.042, 2.336], [-0.787, -7.248, 3.075], [-0.533, -9.721, 3.345], [-0.128, -10.697, 5.605], [0.288, -9.139, 7.565]],
  "forces_ev_per_a": [[0.2, 0.2, -0.1], [-0.6, 0.2, 0.5], [0.1, -0.1, -0.3], [0.2, -0.1, -0.2], [-0.5, 0.0, -0.1], [0.4, -2.5, 1.3], [0.0, 4.5, -1.0], [-0.8, 0.4, 0.0], [0.4, 0.4, -0.1], [-0.1, 0.2, 0.4], [0.0, 0.2, -0.1], [-0.2, -0.4, 0.1], [0.3, -0.3, -0.5], [-0.1, 0.1, 0.2], [0.3, -0.1, 0.0], [0.0, 0.0, -0.2], [-0.1, -0.1, 0.1], [0.0, 0.2, 0.0], [0.3, -0.1, 0.1], [0.0, -0.1, 0.1], [-0.1, 0.0, -0.2], [0.0, 0.2, 0.0], [0.7, -0.1, 0.3], [-0.5, 0.0, -0.3], [0.1, 0.4, -0.2], [0.2, 0.2, 0.3], [0.6, -0.4, 0.2], [-0.2, -0.4, 0.0], [-0.1, -0.1, -0.5], [0.1, 0.0, 0.3], [0.0, 1.8, -0.9], [-0.5, -1.7, -0.1], [0.4, 0.9, -0.1], [-1.5, -3.5, 1.1], [0.1, 0.3, -0.3], [-0.3, -0.3, 0.2], [-0.1, 0.2, 0.0], [0.0, 0.1, 0.1], [-0.1, 0.0, 0.0], [-0.1, 0.1, 0.0], [0.2, -0.3, 0.2], [0.1, -0.6, 0.6], [0.4, -0.6, -0.2], [-0.2, 0.6, 0.1], [0.3, 0.4, 0.2], [0.0, -0.5, -0.4], [-0.7, 0.3, -0.4], [0.0, 0.4, 0.1], [0.0, -0.2, -0.2], [0.1, -0.2, -0.2], [0.1, -0.3, 0.1], [1.0, -0.1, -0.4], [-0.3, 0.0, -0.1], [-0.2, 0.2, 0.2], [0.2, -0.1, 0.0], [-0.2, 0.0, 0.1], [0.0, 0.1, -0.1], [0.3, -0.2, 0.3], [0.2, -0.1, -0.1], [0.2, -0.3, 0.0], [-0.2, 0.1, 0.3], [0.1, 0.5, 0.0], [-0.1, -0.1, -0.3]]
}


{
  "formula": "C28H33BF24NO8",
  "method": "ωB97M-V/def2-TZVPD",
  "homo_energy_ha": -0.464,
  "charge": 1,
  "gap_ev": 7.87,
  "species": ["C", "C", "C", "C", "C", "C", "O", "N", "C", "C", "C", "C", "O", "O", "C", "C", "B", "O", "O", "C", "H", "H", "H", "H", "H", "H", "H", "H", "H", "H", "H", "H", "H", "H", "H", "H", "H", "H", "H", "H", "H", "C", "C", "C", "F", "F", "F", "F", "O", "C", "C", "F", "F", "F", "F", "H", "H", "H", "H", "C", "C", "C", "F", "F", "F", "F", "O", "C", "C", "F", "F", "F", "F", "H", "H", "H", "H", "C", "C", "C", "F", "F", "F", "F", "O", "C", "C", "F", "F", "F", "F", "H", "H", "H", "H"],
  "xyz": [[-3.972, 5.020, 4.370], [-4.362, 4.055, 3.230], [-4.037, 4.621, 1.830], [-5.833, 3.620, 3.363], [-6.786, 4.793, 3.058], [-6.141, 2.472, 2.411], [-6.270, 1.196, 3.109], [-5.285, 0.305, 2.803], [-4.514, -0.108, 3.818], [-3.528, -1.057, 3.595], [-3.353, -1.572, 2.310], [-2.294, -2.588, 2.034], [-1.170, -2.258, 1.905], [-2.674, -3.852, 1.919], [-4.152, -1.113, 1.254], [-3.985, -1.590, -0.160], [-3.549, -0.334, -1.040], [-4.529, 0.374, -1.730], [-2.238, 0.030, -1.087], [-5.138, -0.171, 1.557], [-4.853, 5.457, 4.823], [-3.392, 4.499, 5.123], [-3.342, 5.820, 4.005], [-3.756, 3.158, 3.371], [-3.571, 5.595, 1.871], [-3.338, 3.959, 1.324], [-4.904, 4.687, 1.180], [-5.982, 3.327, 4.400], [-7.705, 4.722, 3.623], [-7.014, 4.812, 1.997], [-6.307, 5.741, 3.264], [-5.373, 2.425, 1.643], [-7.089, 2.637, 1.915], [-4.699, 0.314, 4.789], [-2.889, -1.388, 4.395], [-3.636, -3.951, 1.946], [-3.190, -2.322, -0.170], [-4.904, -2.016, -0.543], [-4.618, 1.270, -1.390], [-2.139, 0.982, -1.189], [-5.815, 0.196, 0.806], [1.189, -0.512, 0.431], [1.007, 0.842, 1.134], [1.001, 2.107, 0.272], [2.167, 2.279, -0.370], [0.798, 3.177, 1.078], [1.897, 0.971, 2.134], [-0.242, 0.802, 1.705], [2.476, -1.099, 0.424], [3.412, -0.805, -0.532], [4.650, -0.134, 0.070], [4.316, 0.995, 0.720], [5.499, 0.190, -0.936], [2.896, -0.085, -1.546], [3.831, -1.978, -1.052], [0.595, -1.206, 1.020], [0.742, -0.504, -0.565], [0.189, 2.065, -0.461], [5.150, -0.811, 0.765], [8.277, 1.470, -1.818], [8.233, 2.887, -1.225], [8.426, 4.075, -2.170], [9.636, 4.050, -2.761], [8.335, 5.217, -1.450], [9.093, 2.977, -0.188], [6.973, 3.038, -0.719], [9.483, 0.735, -1.703], [10.496, 0.834, -2.617], [11.781, 1.392, -1.995], [11.562, 2.603, -1.450], [12.712, 1.520, -2.965], [10.130, 1.525, -3.712], [10.790, -0.422, -3.022], [7.578, 0.903, -1.216], [7.885, 1.449, -2.835], [7.648, 4.083, -2.939], [12.147, 0.712, -1.223], [-1.654, -4.530, -3.064], [-2.868, -5.049, -2.276], [-2.603, -5.872, -1.012], [-1.949, -7.009, -1.286], [-3.800, -6.193, -0.453], [-3.708, -5.698, -3.097], [-3.537, -3.932, -1.821], [-1.255, -5.243, -4.211], [-0.381, -6.302, -4.147], [-1.037, -7.611, -4.601], [-2.126, -7.877, -3.851], [-0.150, -8.613, -4.444], [0.179, -6.417, -2.929], [0.611, -6.048, -5.021], [-1.981, -3.569, -3.462], [-0.812, -4.316, -2.404], [-2.030, -5.288, -0.286], [-1.332, -7.538, -5.650]],
  "forces_ev_per_a": [[0.0, -0.3, -0.3], [0.1, 0.3, 0.2], [0.0, -0.6, 0.0], [0.1, 0.7, -0.1], [0.4, -0.3, -0.2], [-0.3, 0.5, 0.2], [0.1, -0.3, -0.2], [0.6, -0.4, 0.1], [0.5, -0.4, 0.1], [-0.3, 0.2, -0.7], [-0.7, 0.5, 0.2], [-0.6, 0.0, 0.1], [1.5, 0.3, 0.0], [-0.3, -0.5, -0.1], [-0.5, 0.3, 0.3], [0.5, 0.4, 0.0], [-0.3, -0.1, -0.7], [0.0, 0.0, 1.1], [-0.1, 0.0, 0.9], [0.3, -0.3, 0.0], [-0.1, 0.1, 0.2], [-0.1, -0.1, 0.3], [0.1, 0.2, -0.1], [0.1, -0.2, -0.1], [0.0, 0.2, 0.0], [0.2, 0.0, -0.1], [-0.2, 0.2, 0.0], [-0.1, -0.4, 0.1], [-0.2, 0.0, 0.0], [-0.2, 0.0, -0.2], [0.0, 0.2, 0.2], [0.1, -0.3, -0.1], [-0.3, -0.2, 0.0], [-0.2, 0.2, 0.0], [0.0, 0.0, 0.3], [0.0, -0.1, 0.1], [0.0, -0.3, -0.2], [-0.1, -0.2, 0.0], [0.0, 0.3, -0.6], [0.2, 0.0, -0.6], [-0.2, 0.1, 0.0], [-0.4, -0.5, -0.2], [0.5, -0.2, 0.2], [-0.1, 0.2, 0.0], [0.0, -0.1, 0.0], [0.0, 0.0, 0.0], [0.0, 0.0, 0.0], [-0.2, 0.0, -0.1], [0.2, 0.5, 0.2], [-0.3, -0.3, -0.1], [0.2, 0.1, 0.1], [-0.1, 0.0, -0.1], [-0.1, -0.1, 0.0], [0.0, 0.1, 0.1], [0.0, -0.1, -0.1], [0.0, 0.0, 0.1], [0.1, 0.2, -0.1], [0.0, 0.0, 0.0], [0.0, -0.1, -0.1], [-0.3, -0.4, -0.2], [0.4, -0.2, 0.2], [-0.1, 0.2, 0.0], [0.0, -0.1, 0.0], [0.0, -0.1, 0.0], [0.0, 0.0, -0.1], [-0.1, 0.0, -0.1], [0.3, 0.5, 0.2], [-0.3, -0.2, -0.1], [0.2, 0.0, 0.1], [0.0, 0.0, -0.1], [0.0, 0.0, 0.0], [0.0, 0.1, 0.1], [0.0, -0.1, -0.1], [0.0, 0.0, 0.1], [0.1, 0.2, -0.1], [0.0, 0.0, 0.0], [0.0, 0.0, 0.0], [0.3, 0.6, 0.0], [0.0, -0.3, -0.5], [0.0, 0.0, 0.2], [0.0, 0.0, -0.1], [0.0, 0.1, 0.0], [0.0, 0.0, 0.1], [0.1, 0.1, 0.0], [-0.4, -0.4, 0.1], [0.2, 0.3, 0.0], [-0.1, -0.1, -0.1], [0.0, 0.0, 0.0], [0.0, 0.0, 0.0], [-0.1, -0.1, 0.0], [0.1, 0.0, 0.0], [-0.1, 0.0, 0.0], [0.0, -0.2, 0.1], [0.0, 0.0, 0.0], [0.0, 0.0, 0.0]]
}